Record 1
{
  "formula": "C4H22N2O6",
  "method": "ωB97M-V with the def2-TZVPD basis set",
  "smiles": "NC[C@H](N)CCO.O.O.O.O.O",
  "homo_lumo_gap_ha": 0.340,
  "molar_mass_da": 194.23,
  "total_charge": 0,
  "relative_energy_kj_mol": 287.6,
  "lumo_energy_ha": 0.0139,
  "elements": ["N", "C", "C", "N", "C", "C", "O", "H", "H", "H", "H", "H", "H", "H", "H", "H", "H", "H", "H", "O", "H", "H", "O", "H", "H", "O", "H", "H", "O", "H", "H", "O", "H", "H"],
  "positions_angstrom": [[2.177, -1.367, -0.678], [1.736, -0.004, -1.129], [0.200, -0.083, -1.223], [-0.461, 0.773, -2.273], [-0.533, -0.007, 0.085], [-2.083, -0.405, -0.122], [-2.734, -0.672, 1.090], [3.197, -1.480, -0.763], [1.727, -1.966, -1.359], [1.966, 0.600, -0.235], [2.364, 0.405, -1.948], [0.099, -1.035, -1.781], [-0.249, 1.727, -2.019], [-1.445, 0.572, -2.296], [-0.517, 1.012, 0.628], [-0.296, -0.603, 0.994], [-2.575, 0.437, -0.620], [-1.946, -1.377, -0.610], [-2.462, -0.174, 1.865], [0.875, 2.719, 0.723], [1.687, 2.717, 1.228], [0.739, 3.468, 0.136], [-1.047, -3.124, -1.148], [-1.544, -2.795, -0.402], [-0.246, -3.552, -0.820], [2.087, 0.643, 2.452], [2.029, 1.242, 1.713], [1.750, -0.199, 2.112], [-1.318, 3.175, -0.713], [-1.219, 2.637, 0.079], [-2.216, 3.530, -0.719], [0.784, -1.919, 2.030], [1.435, -2.585, 1.773], [0.997, -1.835, 2.975]],
  "lowdin_charge": [-0.004, -0.209, -0.384, 0.055, -0.146, -0.245, -0.068, 0.077, 0.047, 0.069, 0.119, 0.115, 0.039, 0.048, 0.099, 0.082, 0.104, 0.077, 0.087, -0.055, 0.039, 0.054, -0.046, 0.015, 0.048, -0.048, -0.028, -0.008, -0.057, 0.010, 0.062, -0.072, 0.055, 0.067]
}

---

Record 2
{
  "formula": "C21H62O10",
  "method": "ωB97M-V with the def2-TZVPD basis set",
  "homo_lumo_gap_ha": [0.364, 0.115],
  "molar_mass_da": 474.72,
  "spin_multiplicity": 2,
  "s_squared": 0.75,
  "total_charge": 1,
  "relative_energy_kj_mol": 153.7,
  "lumo_energy_ha": [-0.0772, -0.3271],
  "elements": ["O", "H", "H", "O", "H", "H", "O", "H", "H", "C", "C", "C", "O", "H", "H", "H", "H", "H", "H", "H", "H", "C", "C", "C", "O", "H", "H", "H", "H", "H", "H", "H", "H", "C", "C", "C", "O", "H", "H", "H", "H", "H", "H", "H", "H", "C", "C", "C", "O", "H", "H", "H", "H", "H", "H", "H", "H", "C", "C", "C", "O", "H", "H", "H", "H", "H", "H", "H", "H", "C", "C", "C", "O", "H", "H", "H", "H", "H", "H", "H", "H", "C", "C", "C", "O", "H", "H", "H", "H", "H", "H", "H", "H"],
  "positions_angstrom": [[27.652, -9.882, 1.922], [26.794, -10.308, 1.907], [27.810, -9.693, 2.847], [29.851, -12.476, 1.973], [29.203, -11.784, 2.105], [30.009, -12.479, 1.029], [28.353, -8.670, -0.501], [27.866, -8.798, 0.313], [29.134, -9.215, -0.402], [27.414, -12.075, -1.043], [28.268, -13.339, -0.868], [28.009, -14.510, -1.909], [29.658, -13.014, -0.862], [26.347, -12.177, -1.240], [27.693, -11.642, -2.004], [27.476, -11.411, -0.181], [28.127, -13.550, 0.192], [28.805, -15.254, -1.875], [27.944, -14.190, -2.949], [27.009, -14.929, -1.801], [30.125, -13.745, -1.273], [32.898, -10.200, 3.189], [31.905, -10.561, 4.243], [32.240, -9.912, 5.533], [30.641, -10.027, 3.707], [33.854, -10.466, 3.639], [32.952, -9.122, 3.036], [32.781, -10.662, 2.208], [31.716, -11.631, 4.326], [32.401, -8.835, 5.484], [33.149, -10.268, 6.019], [31.404, -10.141, 6.193], [29.969, -9.950, 4.388], [29.493, -7.385, 6.653], [28.038, -7.076, 6.363], [27.902, -5.677, 5.837], [27.608, -7.895, 5.285], [30.102, -7.147, 5.781], [29.572, -8.390, 7.067], [29.719, -6.745, 7.506], [27.441, -7.197, 7.267], [28.534, -5.468, 4.973], [28.190, -4.897, 6.541], [26.904, -5.562, 5.414], [27.968, -7.714, 4.413], [29.927, -5.311, 2.361], [30.059, -6.809, 1.892], [31.457, -7.322, 1.937], [29.144, -7.475, 2.754], [30.573, -4.758, 1.680], [30.343, -5.203, 3.363], [28.891, -4.993, 2.244], [29.687, -6.776, 0.868], [31.425, -8.211, 1.307], [31.900, -7.310, 2.933], [32.113, -6.599, 1.453], [29.324, -8.411, 2.645], [22.843, -11.479, 1.158], [23.548, -11.667, 2.434], [22.697, -11.738, 3.743], [24.119, -12.949, 2.362], [22.159, -12.321, 1.052], [23.490, -11.410, 0.284], [22.221, -10.585, 1.123], [24.244, -10.827, 2.407], [21.839, -12.404, 3.645], [22.427, -10.806, 4.240], [23.397, -12.150, 4.470], [23.557, -13.675, 2.641], [23.780, -7.277, 2.275], [25.215, -7.064, 2.780], [25.947, -6.004, 1.945], [25.122, -6.848, 4.138], [23.253, -6.325, 2.212], [23.277, -8.132, 2.727], [23.822, -7.761, 1.299], [25.722, -8.029, 2.763], [26.363, -6.338, 0.994], [26.811, -5.682, 2.526], [25.339, -5.107, 1.827], [25.991, -7.108, 4.453], [26.044, -10.646, 5.453], [27.369, -11.415, 5.478], [27.320, -12.631, 4.704], [28.302, -10.371, 5.155], [25.722, -10.276, 4.479], [26.019, -9.851, 6.198], [25.217, -11.290, 5.752], [27.439, -11.635, 6.543], [28.320, -13.053, 4.601], [27.071, -12.325, 3.688], [26.624, -13.392, 5.056], [28.109, -9.606, 5.702]],
  "lowdin_charge": [-0.034, 0.056, 0.013, -0.015, -0.001, 0.009, -0.047, -0.016, 0.028, -0.043, -0.439, -0.021, -0.079, 0.080, 0.089, 0.046, 0.115, 0.073, 0.078, 0.078, 0.086, -0.025, -0.350, -0.018, 0.221, 0.108, 0.068, 0.106, 0.195, 0.105, 0.115, 0.093, 0.079, -0.044, -0.442, -0.038, -0.103, 0.083, 0.075, 0.094, 0.157, 0.069, 0.098, 0.082, 0.065, -0.023, -0.460, -0.051, -0.056, 0.083, 0.076, 0.068, 0.133, 0.094, 0.084, 0.099, 0.041, -0.074, -0.511, -0.030, -0.066, 0.089, 0.082, 0.086, 0.113, 0.086, 0.076, 0.057, 0.095, -0.041, -0.517, -0.021, -0.035, 0.089, 0.067, 0.074, 0.109, 0.085, 0.046, 0.087, 0.030, -0.038, -0.467, -0.038, -0.085, 0.076, 0.087, 0.082, 0.145, 0.089, 0.080, 0.111, 0.046]
}

---

Record 3
{
  "formula": "C29H35F10N6OPV",
  "method": "ωB97M-V with the def2-TZVPD basis set",
  "homo_lumo_gap_ha": [0.214, 0.270],
  "molar_mass_da": 755.54,
  "spin_multiplicity": 4,
  "s_squared": 3.76,
  "total_charge": 0,
  "relative_energy_kj_mol": 48.8,
  "lumo_energy_ha": [0.0114, 0.0111],
  "elements": ["V", "C", "N", "C", "C", "N", "C", "C", "F", "C", "F", "C", "F", "C", "F", "C", "F", "C", "C", "N", "C", "C", "F", "C", "F", "C", "F", "C", "F", "C", "F", "H", "H", "H", "H", "H", "H", "H", "H", "H", "H", "H", "O", "P", "N", "C", "C", "C", "C", "N", "C", "C", "C", "C", "N", "C", "C", "C", "C", "H", "H", "H", "H", "H", "H", "H", "H", "H", "H", "H", "H", "H", "H", "H", "H", "H", "H", "H", "H", "H", "H", "H", "H"],
  "positions_angstrom": [[1.323, 0.247, 0.959], [0.944, -0.961, 3.690], [1.365, 0.289, 3.051], [0.445, 1.388, 3.410], [0.730, 2.618, 2.547], [0.979, 2.138, 1.199], [1.151, 2.992, 0.182], [1.316, 2.469, -1.124], [1.305, 1.099, -1.253], [1.471, 3.223, -2.262], [1.610, 2.621, -3.448], [1.483, 4.604, -2.185], [1.627, 5.354, -3.285], [1.347, 5.178, -0.931], [1.370, 6.507, -0.818], [1.196, 4.409, 0.205], [1.092, 5.077, 1.375], [2.758, 0.616, 3.452], [3.755, -0.075, 2.528], [3.207, 0.005, 1.182], [3.990, -0.030, 0.078], [5.264, 0.536, -0.120], [5.862, 1.206, 0.880], [5.913, 0.490, -1.339], [7.103, 1.080, -1.473], [5.340, -0.131, -2.435], [5.969, -0.148, -3.614], [4.101, -0.733, -2.283], [3.542, -1.382, -3.308], [3.474, -0.685, -1.063], [2.293, -1.347, -0.895], [0.975, -0.880, 4.785], [-0.073, -1.207, 3.387], [1.610, -1.768, 3.381], [-0.572, 1.048, 3.201], [0.518, 1.633, 4.478], [-0.131, 3.291, 2.594], [1.584, 3.177, 2.947], [2.900, 1.688, 3.341], [2.926, 0.348, 4.501], [4.732, 0.395, 2.640], [3.870, -1.132, 2.815], [-0.821, -0.129, 0.404], [-1.780, -1.007, -0.311], [-3.254, -0.827, 0.468], [-4.493, -1.305, -0.167], [-5.524, -0.172, 0.014], [-4.677, 1.055, 0.366], [-3.550, 0.428, 1.179], [-2.005, -0.726, -1.936], [-1.392, -1.582, -2.978], [-1.280, -0.668, -4.195], [-1.034, 0.703, -3.569], [-1.971, 0.692, -2.367], [-1.326, -2.605, -0.232], [-0.792, -3.003, 1.094], [-1.229, -4.457, 1.281], [-2.508, -4.540, 0.448], [-2.130, -3.712, -0.774], [-4.843, -2.225, 0.309], [-4.315, -1.516, -1.224], [-6.184, -0.405, 0.850], [-6.137, -0.035, -0.875], [-5.233, 1.804, 0.928], [-4.269, 1.517, -0.536], [-3.907, 0.196, 2.189], [-2.655, 1.040, 1.257], [-2.019, -2.448, -3.189], [-0.405, -1.935, -2.669], [-2.214, -0.671, -4.761], [-0.474, -0.983, -4.857], [-1.226, 1.532, -4.248], [0.000, 0.762, -3.231], [-2.975, 1.018, -2.658], [-1.617, 1.335, -1.558], [-1.225, -2.372, 1.877], [0.293, -2.884, 1.112], [-1.379, -4.707, 2.330], [-0.478, -5.132, 0.867], [-3.334, -4.063, 0.980], [-2.795, -5.559, 0.192], [-2.995, -3.351, -1.327], [-1.512, -4.309, -1.453]],
  "lowdin_charge": [0.799, -0.064, -0.306, -0.165, -0.204, -0.095, -0.173, -0.116, 0.027, -0.158, 0.111, -0.160, 0.104, -0.156, 0.118, -0.129, 0.075, -0.153, -0.193, -0.122, -0.180, -0.134, 0.088, -0.150, 0.120, -0.152, 0.112, -0.153, 0.116, -0.153, 0.049, 0.097, 0.074, 0.094, 0.116, 0.131, 0.122, 0.109, 0.115, 0.127, 0.110, 0.112, -0.317, 0.583, -0.170, -0.197, -0.161, -0.167, -0.194, -0.173, -0.190, -0.159, -0.162, -0.181, -0.174, -0.196, -0.160, -0.166, -0.206, 0.103, 0.097, 0.108, 0.107, 0.111, 0.101, 0.119, 0.100, 0.101, 0.117, 0.113, 0.115, 0.119, 0.091, 0.112, 0.107, 0.095, 0.107, 0.111, 0.114, 0.105, 0.113, 0.095, 0.121]
}